P.
The following is a quantum chemistry calculation of a structure of composition C3H8OS, from the Open Molecules 2025 dataset.

Each line ends with the Mulliken charge.
Geometry (Å):
H1 0.33 -1.56 -1.55  0.357
C1 -0.26 -1.50 0.77  -0.704
S1 -0.34 -0.06 -0.09  0.592
H2 -2.54 0.83 0.45  0.324
O1 0.31 -0.61 -1.61  -0.482
C2 1.62 1.06 0.16  -0.930
H3 1.47 1.89 -0.38  0.391
H4 2.30 0.28 -0.23  0.319
H5 -2.04 0.87 -1.31  0.257
C3 -1.88 0.54 -0.32  -0.867
H6 0.68 -1.44 1.49  0.213
H7 -1.26 -1.50 1.25  0.256
H8 1.60 1.20 1.36  0.274

Computed properties:
Gap between HOMO and LUMO in eV: 8.163
2S+1: 1
LUMO level in Ha: 0.00242
Charge: 0

=====

Q.
The following is a quantum chemistry calculation of a cluster of 2 separate species, C3H8OS in total, from the Open Molecules 2025 dataset.

Each line ends with the Mulliken charge.
Geometry (Å):
H1 2.98 -1.72 -1.51  0.224
C1 -2.69 1.15 0.86  0.116
H2 -1.28 -0.33 0.69  0.034
H3 -2.91 -0.82 0.20  0.311
H4 3.79 -0.66 -0.17  0.308
H5 3.27 0.17 -1.72  0.256
H6 -3.41 1.66 0.19  0.291
C2 3.17 -0.62 -0.96  -0.732
H7 2.19 -0.37 1.15  0.102
C3 -2.19 -0.02 0.17  -0.578
H8 -1.93 0.41 -0.85  0.253
S1 1.64 -0.26 -0.06  -0.139
O1 -2.63 1.39 2.01  -0.446

Computed properties:
Gap between HOMO and LUMO in eV: 9.982
SMILES string: CC=O.CS
2S+1: 1
LUMO level in Ha: 0.03186
Charge: 0

=====

R.
The following is a quantum chemistry calculation of the molecule C3H8OS, from the Open Molecules 2025 dataset.

Each line ends with the Mulliken charge.
Geometry (Å):
H1 1.47 -0.02 1.57  0.380
S1 -0.08 0.15 -0.30  0.767
H2 -0.63 -1.98 -0.99  0.303
C1 -0.92 1.44 0.12  -0.985
C2 -1.17 -1.05 -0.86  -0.949
H3 -0.33 -0.71 1.79  0.323
C3 0.60 -0.65 1.19  -0.912
H4 1.00 -1.71 1.00  0.309
H5 -0.42 2.20 0.51  0.415
O1 1.51 0.40 -1.18  -0.613
H6 -1.61 -0.75 -1.80  0.300
H7 2.19 0.91 -0.43  0.340
H8 -1.59 1.76 -0.61  0.323

Computed properties:
Gap between HOMO and LUMO in eV: 8.029
SMILES string: C=S(=C)(C)O
2S+1: 1
LUMO level in Ha: 0.01038
Charge: 0

=====

Computed energies relative to the best structure, in hartree: P 0.1842; Q 0.0000; R 0.1631

=====

P.
The following is a quantum chemistry calculation of a structure of composition H35O17, from the Open Molecules 2025 dataset.

Each line ends with the Mulliken charge.
Geometry (Å):
H1 -2.38 -4.32 2.87  0.304
H2 0.16 -3.55 4.30  0.358
H3 -2.64 -0.17 3.32  0.298
O1 -1.78 -3.58 2.54  -0.569
O2 0.31 2.82 1.97  -0.692
H4 1.17 -4.38 3.51  0.340
H5 4.11 -2.22 -2.96  0.377
O3 -1.73 -2.09 0.60  -0.509
O4 -1.20 1.28 3.43  -0.640
H6 2.57 -2.69 -1.42  0.410
H7 0.35 -0.10 -0.03  0.429
H8 1.34 2.10 -0.95  0.428
H9 -3.68 1.44 -1.91  0.296
H10 0.70 -0.10 -3.64  0.284
H11 -2.64 -1.47 3.93  0.281
O5 4.08 2.56 -1.23  -0.551
H12 0.82 -1.70 -0.45  0.445
H13 1.28 4.05 -1.09  0.337
H14 -0.76 -1.39 0.95  0.657
H15 -0.79 1.47 2.59  0.366
O6 -2.66 -1.11 3.03  -0.540
H16 -0.65 1.94 3.88  0.292
O7 3.97 -1.82 -2.02  -0.724
H17 -1.76 1.80 1.41  0.188
O8 0.59 1.47 -1.01  -0.720
O9 2.07 3.80 -0.65  -0.590
O10 1.19 0.74 -3.72  -0.672
H18 1.33 -3.36 -0.89  0.341
H19 0.18 3.72 2.27  0.310
H20 -1.16 -3.32 3.24  0.219
H21 0.22 -4.01 -2.62  0.345
H22 0.71 2.88 0.97  0.182
H23 3.74 2.16 -2.03  0.282
H24 -1.62 -2.81 1.25  0.454
O11 -0.64 -4.33 -2.96  -0.636
O12 -3.90 0.61 -1.50  -0.595
O13 -1.26 4.40 -1.55  -0.583
H25 1.11 1.20 -2.87  0.429
O14 1.58 -2.70 -1.54  -0.768
H26 -2.56 -1.73 1.01  0.355
O15 0.54 -0.98 0.21  -0.683
O16 0.81 -3.48 3.51  -0.641
H27 -2.19 1.70 -0.15  0.267
H28 -4.30 0.05 -2.14  0.300
H29 -1.33 5.33 -1.51  0.270
H30 4.96 2.73 -1.39  0.266
H31 -0.30 1.87 -0.79  0.241
H32 2.11 4.13 0.25  0.257
H33 -1.24 4.00 -2.47  0.332
H34 -0.85 -3.85 -3.77  0.307
O17 -1.55 2.05 0.52  -0.463
H35 3.57 -1.03 -2.30  0.328

Computed properties:
Gap between HOMO and LUMO in eV: 10.699
2S+1: 1
LUMO level in Ha: -0.09713
Charge: +1

=====

Q.
The following is a quantum chemistry calculation of a structure of composition H35O17, from the Open Molecules 2025 dataset.

Each line ends with the Mulliken charge.
Geometry (Å):
O1 0.67 -5.43 -1.02  -0.590
H1 0.11 -3.04 -1.83  0.433
H2 -0.67 1.69 4.96  0.286
O2 2.13 0.75 -3.11  -0.584
H3 2.28 0.67 -4.05  0.298
H4 -0.33 -2.41 -0.07  0.506
H5 -4.42 2.43 -3.07  0.314
O3 -0.93 1.20 4.16  -0.546
H6 3.73 2.58 0.70  0.297
H7 -1.50 1.28 0.47  0.320
H8 -1.72 1.25 -2.06  0.355
H9 -3.24 -3.90 2.05  0.358
H10 2.24 -3.13 -2.80  0.285
H11 2.86 0.35 2.51  0.332
O4 4.16 1.85 0.25  -0.688
H12 2.24 -1.69 -3.52  0.299
O5 -3.49 2.28 -2.88  -0.629
H13 -3.40 2.63 -1.99  0.332
H14 -3.34 4.16 0.43  0.276
O6 -2.88 3.56 1.02  -0.573
O7 -1.45 -1.77 -1.74  -0.485
H15 0.14 -0.17 2.55  0.310
H16 1.22 3.96 2.14  0.282
H17 0.77 -1.73 -1.42  0.375
O8 2.66 4.20 -0.84  -0.620
H18 1.81 1.62 -2.88  0.300
H19 -1.79 -3.19 0.89  0.463
O9 0.34 -1.14 2.53  -0.638
H20 1.18 3.55 0.68  0.296
H21 -1.92 3.61 0.82  0.308
O10 0.56 -2.61 -1.08  -0.662
H22 -2.83 0.69 -1.58  0.398
H23 -1.08 0.33 4.59  0.294
H24 1.28 -1.11 2.24  0.361
O11 2.90 -0.06 1.64  -0.842
H25 -1.91 -4.72 2.23  0.369
H26 -2.35 -2.02 -1.55  0.220
H27 -1.18 -1.93 1.56  0.398
H28 3.29 3.53 -1.12  0.308
H29 3.00 4.92 -0.33  0.300
O12 1.70 3.46 1.48  -0.561
O13 -2.55 -4.37 1.58  -0.693
H30 -2.33 1.37 1.79  0.242
H31 3.38 -0.89 1.77  0.346
H32 -0.20 -5.01 -0.87  0.305
O14 -1.45 1.32 1.43  -0.559
O15 2.26 -2.18 -2.68  -0.582
O16 -1.36 -2.28 0.63  -0.516
H33 0.97 -5.50 -1.92  0.296
H34 3.76 1.05 0.64  0.460
O17 -1.94 0.92 -1.16  -0.819
H35 -1.35 -0.93 -2.20  0.267

Computed properties:
Gap between HOMO and LUMO in eV: 9.681
2S+1: 1
LUMO level in Ha: -0.10148
Charge: +1

=====

Computed energies relative to the best structure, in hartree: P 0.0122; Q 0.0000

=====

P.
The following is a quantum chemistry calculation of a cluster of 2 separate species, CH2ClNO2 in total, from the Open Molecules 2025 dataset.

Each line ends with the Mulliken charge.
Geometry (Å):
H1 -1.58 0.46 1.11  0.222
O1 0.98 -1.41 -0.49  -0.337
C1 1.23 -0.29 -0.28  0.621
O2 -0.39 0.92 -0.46  -0.373
N1 -1.44 0.29 0.14  -0.350
H2 -1.28 -0.70 0.05  0.240
Cl1 2.48 0.72 -0.07  -0.023

Computed properties:
Gap between HOMO and LUMO (alpha / beta) in eV: 8.193 / 8.197
2S+1: 1
LUMO level (alpha / beta) in Ha: -0.00713 / -0.00713
Charge: 0

=====

Q.
The following is a quantum chemistry calculation of the molecule CH2ClNO2, from the Open Molecules 2025 dataset.

Each line ends with the Mulliken charge.
Geometry (Å):
C1 0.55 -0.42 -0.77  0.622
O1 1.07 0.61 -1.02  -0.440
O2 -0.19 -0.70 0.43  -0.201
H1 -1.50 0.61 1.21  0.264
H2 0.00 1.26 0.52  0.283
Cl1 0.49 -1.87 -1.54  -0.101
N1 -0.43 0.52 1.17  -0.429

Computed properties:
Gap between HOMO and LUMO in eV: 10.696
SMILES string: NOC(=O)Cl
2S+1: 1
LUMO level in Ha: 0.02456
Charge: 0

=====

Computed energies relative to the best structure, in hartree: P 0.0838; Q 0.0000

=====

P.
The following is a quantum chemistry calculation of a cluster of 14 separate species, C14H56N28O14 in total, from the Open Molecules 2025 dataset.

Each line ends with the Mulliken charge.
Geometry (Å):
C1 -18.62 -18.98 -15.86  0.450
N1 -22.56 -15.66 -14.09  -0.003
H1 -19.90 -18.22 -14.69  0.104
O1 -26.53 -18.46 -7.12  -0.800
N2 -24.36 -21.22 -5.84  -0.354
H2 -22.71 -20.28 -4.32  0.167
N3 -25.75 -20.00 -8.60  0.356
H3 -22.08 -19.15 -5.43  0.268
N4 -23.04 -23.41 -7.64  -0.274
H4 -30.23 -18.74 -12.85  0.193
N5 -19.22 -17.98 -15.39  -0.156
C2 -19.18 -15.56 -12.95  0.715
H5 -23.81 -16.16 -7.99  0.155
H6 -19.09 -20.90 -16.08  0.215
H7 -26.56 -17.35 -17.51  0.156
H8 -23.47 -20.13 -10.07  -0.685
C3 -22.99 -14.78 -13.30  0.634
O2 -29.20 -16.34 -12.47  -0.739
H9 -24.56 -25.21 -7.82  0.159
H10 -22.24 -18.81 -12.94  -0.273
O3 -19.58 -14.91 -13.89  -0.722
N6 -24.42 -24.63 -8.64  -0.454
C4 -21.47 -23.67 -13.27  0.823
H11 -20.78 -21.88 -12.93  0.214
C5 -26.89 -21.96 -11.16  0.798
O4 -21.56 -24.57 -14.03  -0.705
O5 -23.64 -23.01 -9.86  -0.300
H12 -21.13 -14.20 -13.14  0.048
H13 -27.01 -16.82 -11.56  0.116
N7 -23.19 -18.51 -12.79  1.187
N8 -20.10 -20.05 -8.54  -0.151
N9 -25.77 -21.50 -11.47  0.149
N10 -22.59 -20.01 -5.29  -0.310
H14 -17.67 -16.28 -11.82  0.174
H15 -22.95 -24.24 -7.07  0.126
H16 -21.03 -22.34 -15.97  0.037
N11 -29.30 -18.67 -12.48  -0.254
H17 -24.87 -21.72 -6.56  0.191
H18 -20.53 -22.24 -7.66  0.166
H19 -22.13 -20.00 -11.29  0.018
H20 -20.37 -19.90 -15.37  0.119
H21 -28.33 -18.34 -8.55  0.228
H22 -27.46 -23.72 -10.42  0.229
N12 -26.81 -23.23 -11.01  -0.416
C6 -21.98 -16.72 -8.68  0.863
O6 -20.80 -17.11 -8.51  -0.829
H23 -26.10 -23.77 -11.48  0.163
H24 -22.39 -16.14 -6.88  0.265
H25 -26.97 -18.51 -11.88  -0.075
H26 -23.68 -19.71 -16.66  0.165
H27 -28.75 -19.51 -12.30  0.124
N13 -22.86 -16.40 -7.74  -0.385
N14 -25.61 -17.31 -17.19  -0.488
O7 -24.13 -14.69 -12.90  -0.726
N15 -21.81 -22.02 -16.51  -0.321
O8 -24.18 -17.19 -15.51  -0.741
O9 -22.21 -20.47 -15.00  -0.497
H28 -23.22 -16.31 -14.48  0.013
N16 -23.25 -20.59 -16.89  -0.445
N17 -20.51 -22.76 -13.35  -0.453
H29 -20.88 -16.56 -12.67  -0.239
H30 -23.36 -21.14 -17.74  0.110
C7 -26.65 -19.17 -8.15  0.484
C8 -23.76 -19.19 -11.80  -0.031
H31 -19.30 -22.15 -6.39  0.206
H32 -26.07 -20.42 -9.46  0.042
C9 -25.31 -17.47 -15.91  0.463
H33 -23.78 -18.27 -13.57  -0.590
H34 -22.18 -17.13 -10.60  -0.179
H35 -24.91 -16.79 -17.70  0.280
H36 -23.24 -23.97 -12.50  0.041
N18 -19.92 -16.49 -12.37  -0.009
N19 -22.37 -23.48 -12.40  -0.029
H37 -23.59 -16.54 -9.78  0.118
H38 -24.37 -21.48 -4.87  0.168
H39 -21.70 -15.44 -14.57  0.317
H40 -18.87 -17.04 -15.32  0.179
H41 -27.90 -19.71 -9.59  0.232
N20 -26.37 -17.90 -15.25  -0.314
N21 -19.74 -21.77 -7.22  -0.372
C10 -23.32 -20.45 -6.22  0.375
H42 -22.09 -22.51 -17.35  0.170
H43 -24.95 -22.08 -11.36  -0.015
H44 -26.25 -18.05 -14.26  0.192
H45 -22.26 -22.75 -11.70  -0.138
O10 -27.92 -21.29 -10.86  -0.836
H46 -22.62 -22.53 -7.40  -0.015
H47 -19.94 -22.86 -14.17  0.240
H48 -24.81 -20.00 -8.24  -0.239
N22 -22.09 -13.87 -13.12  -0.331
H49 -19.49 -17.16 -11.74  0.249
H50 -20.90 -20.56 -8.88  0.041
C11 -22.41 -20.98 -16.04  0.749
H51 -22.37 -13.00 -12.70  0.223
H52 -20.13 -19.04 -8.61  0.236
N23 -19.43 -20.03 -15.70  -0.190
C12 -19.47 -20.52 -7.56  0.593
O11 -23.04 -20.28 -7.42  -0.629
O12 -24.96 -18.99 -11.57  -0.802
H53 -25.66 -20.50 -11.58  -0.041
C13 -28.67 -17.47 -12.35  0.541
N24 -17.96 -15.52 -12.42  -0.503
H54 -27.25 -17.60 -15.65  0.239
C14 -23.66 -23.60 -8.78  0.560
O13 -17.53 -19.09 -16.38  -0.721
H55 -24.77 -24.96 -9.52  0.220
H56 -17.28 -15.13 -13.05  0.278
N25 -23.07 -19.84 -10.95  1.232
N26 -22.60 -16.69 -9.79  -0.010
N27 -27.70 -19.07 -8.84  -0.157
O14 -18.68 -19.86 -6.94  -0.704
N28 -27.50 -17.65 -11.86  0.086

Computed properties:
Gap between HOMO and LUMO in eV: 8.462
2S+1: 1
LUMO level in Ha: -0.01324
Charge: 0

=====

Q.
The following is a quantum chemistry calculation of a cluster of 14 separate species, C14H56N28O14 in total, from the Open Molecules 2025 dataset.

Each line ends with the Mulliken charge.
Geometry (Å):
H1 -3.40 0.79 -5.04  0.212
N1 -4.24 0.57 1.82  -0.172
H2 3.61 -1.77 -6.84  0.248
C1 2.72 -3.33 0.14  0.028
C2 -0.65 -5.19 1.31  0.644
N2 -3.32 4.58 2.87  -0.559
H3 1.98 -0.02 2.92  0.096
O1 1.91 1.87 -3.34  -0.861
N3 0.11 -0.24 0.75  1.500
O2 0.33 -5.82 1.27  -0.694
H4 1.03 -0.90 -4.08  -0.179
H5 2.33 0.61 4.77  0.288
O3 -4.45 -0.88 -2.17  -0.733
N4 -1.35 -0.81 4.86  -0.308
H6 4.85 2.90 -3.03  0.145
H7 3.60 -0.09 -3.16  0.282
C3 -2.35 3.76 2.64  0.786
C4 -5.27 0.10 2.46  0.621
N5 -1.76 -5.68 1.72  -0.447
H8 -0.53 3.91 -0.75  0.153
N6 1.15 0.14 -1.14  0.955
H9 0.25 1.10 4.98  0.357
N7 1.22 -1.15 -5.04  -0.196
H10 -4.09 -1.28 3.39  0.190
H11 0.22 1.67 -3.80  0.312
C5 0.43 -3.40 -2.68  0.424
H12 -4.42 1.45 1.37  -0.023
H13 3.13 -4.98 -0.80  0.140
H14 0.59 -1.27 -5.83  0.293
O4 -1.31 3.70 3.20  -0.617
N8 0.65 -4.55 -2.16  -0.368
H15 0.85 -5.38 -2.69  0.192
H16 -3.34 0.47 2.27  0.442
H17 3.37 3.91 -3.17  0.276
N9 2.81 -4.63 0.09  -0.377
N10 -2.24 -1.48 -2.28  0.006
O5 -0.39 1.59 -0.34  -0.132
N11 -3.01 -0.76 -0.51  0.255
C6 3.17 1.96 -3.19  0.377
N12 1.95 -0.14 5.33  -0.284
H18 -2.92 0.20 -3.55  0.158
H19 -1.77 -6.68 1.81  0.288
N13 -2.67 0.78 -4.34  -0.223
H20 -0.20 -4.54 -4.24  0.153
H21 1.94 -2.14 -6.98  0.124
N14 -0.60 1.15 4.44  -0.218
C7 -1.53 1.11 -4.74  0.508
H22 -3.81 4.97 2.08  0.214
N15 -0.41 4.88 -0.98  -0.235
C8 2.52 -1.51 -5.14  0.723
N16 -2.44 2.96 1.65  0.253
H23 1.08 2.67 1.81  -0.087
O6 3.37 -1.32 -4.36  -0.676
C9 -1.29 0.15 3.98  0.420
H24 2.06 4.07 1.53  0.267
O7 -1.29 1.47 -5.87  -0.751
H25 -0.61 4.41 1.24  0.013
O8 0.47 -2.36 -2.09  0.192
H26 -0.77 1.87 3.75  -0.089
N17 3.86 3.03 -3.14  -0.402
H27 0.14 5.99 1.71  0.256
N18 0.03 -3.61 -3.91  -0.343
H28 -1.55 -3.35 1.10  0.190
H29 0.09 -3.43 0.74  -0.337
H30 3.58 -1.86 -0.66  0.257
N19 2.73 -1.93 -6.38  -0.478
H31 0.92 -4.59 -1.19  -0.122
H32 2.24 -5.22 0.68  0.319
O9 -0.10 6.96 -0.41  -0.772
C10 2.10 -1.18 4.60  0.525
C11 -0.14 5.75 -0.12  0.473
N20 3.89 0.82 -2.82  -0.224
C12 0.22 0.53 -0.30  -0.291
H33 -3.09 5.12 3.69  0.298
H34 3.93 -3.52 -1.33  0.168
H35 -1.95 -1.59 4.65  0.238
N21 3.54 -2.87 -0.67  -0.201
H36 -3.27 2.90 1.08  0.183
H37 -1.35 -1.27 -1.85  -0.211
O10 2.30 -2.22 5.07  -0.661
H38 -1.06 1.15 -2.78  -0.153
H39 1.24 -0.85 -1.31  -0.360
H40 1.30 0.82 -1.87  -0.269
H41 -2.02 -0.75 -0.30  -0.282
H42 -0.23 5.21 -1.92  0.205
N22 -0.08 5.25 1.06  -0.203
O11 2.21 2.31 4.06  -0.763
H43 0.61 -1.11 0.76  -0.108
H44 -1.64 2.34 1.63  -0.584
H45 -0.58 0.00 1.44  -0.785
H46 1.94 -1.74 2.65  0.021
H47 -2.54 -5.12 1.40  0.180
H48 3.99 4.17 4.19  0.242
H49 2.07 -0.10 6.33  0.152
N23 2.09 -0.96 3.28  0.041
H50 -0.22 -2.89 -4.57  0.234
H51 -0.73 -0.90 5.65  0.197
N24 -0.73 -3.94 1.03  0.024
N25 -5.01 -0.96 3.11  -0.313
H52 -5.89 -1.45 3.23  0.205
C13 -3.36 -0.98 -1.71  0.659
H53 -3.75 -0.45 0.11  0.222
N26 -0.68 1.22 -3.71  0.161
H54 4.82 1.04 -2.52  0.175
H55 3.44 4.65 2.63  0.113
H56 -2.36 -2.05 -3.11  0.140
N27 1.94 3.18 1.99  -0.028
O12 -6.35 0.64 2.38  -0.715
N28 3.43 3.96 3.37  -0.406
O13 -1.76 0.08 2.89  -1.152
C14 2.53 3.06 3.14  0.575
O14 1.97 -2.69 0.83  -0.596

Computed properties:
Gap between HOMO and LUMO in eV: 8.782
2S+1: 1
LUMO level in Ha: -0.00599
Charge: 0

=====

Computed energies relative to the best structure, in hartree: P 0.0000; Q 0.0230